Density functional theory data (ωB97M-V with the def2-TZVPD basis set) for a structure of composition C32H35N6OPdS2.

## Properties
- spin multiplicity = 5
- ΔE to the lowest compared entry with this formula, charge and spin (eV) = 0.0000
- E_tot (eV) = -69884.81413
- net charge = +1
- HOMO level (spin up / spin down) (eV) = -10.6 / -10.8

Last column: Löwdin charge in e.
Positions of all 77 atoms, in Å:
Pd  0.482  -0.602  0.323  1.021
O  3.813  1.960  0.287  0.047
C  2.945  1.120  0.068  -0.532
N  2.142  0.540  0.955  -0.096
C  2.266  0.943  2.331  -0.175
C  1.331  0.149  3.208  -0.246
C  1.335  0.328  4.589  -0.008
C  0.459  -0.394  5.371  -0.042
C  -0.406  -1.297  4.760  -0.046
C  -0.351  -1.424  3.390  -0.129
N  0.493  -0.717  2.630  0.034
C  2.768  0.566  -1.334  -0.191
C  3.644  0.932  -2.344  0.020
C  3.533  0.315  -3.578  -0.027
C  2.557  -0.655  -3.764  -0.047
C  1.706  -0.945  -2.713  -0.152
N  1.804  -0.340  -1.530  0.027
H  2.066  2.013  2.474  0.118
H  3.296  0.799  2.684  0.138
H  2.026  1.034  5.029  0.125
H  0.447  -0.263  6.445  0.117
H  -1.101  -1.890  5.335  0.110
H  -0.992  -2.119  2.864  0.099
H  4.397  1.674  -2.121  0.126
H  4.205  0.577  -4.384  0.117
H  2.448  -1.172  -4.706  0.115
H  0.918  -1.683  -2.815  0.105
C  -3.212  -1.115  0.911  -0.066
C  -2.431  -2.269  0.381  -0.638
N  -1.132  -2.299  0.251  -0.001
C  -0.687  -3.527  -0.194  -0.324
C  -1.676  -4.422  -0.445  -0.321
S  -3.195  -3.730  -0.086  1.115
C  0.759  -3.749  -0.288  -0.335
C  1.390  -4.865  -0.735  -0.330
S  3.079  -4.670  -0.589  1.111
C  2.852  -3.094  0.058  -0.617
N  1.599  -2.750  0.153  0.026
C  4.004  -2.231  0.442  -0.053
H  -2.536  -0.309  1.181  0.024
H  -3.773  -1.413  1.798  0.093
H  -3.923  -0.746  0.171  0.092
H  -1.589  -5.439  -0.785  0.083
H  0.959  -5.771  -1.122  0.081
H  4.706  -2.778  1.070  0.088
H  3.631  -1.363  0.981  0.063
H  4.541  -1.890  -0.445  0.092
C  -0.143  3.320  1.350  -0.046
C  -1.640  3.041  1.466  -0.364
C  -1.947  1.928  2.468  -0.053
C  -2.270  2.783  0.122  -0.124
C  -3.339  3.549  -0.288  -0.018
C  -3.931  3.381  -1.535  -0.029
C  -3.390  2.474  -2.444  -0.021
C  -2.308  1.685  -2.125  -0.122
C  -1.637  0.875  -3.211  -0.357
C  -1.603  -0.629  -2.959  -0.064
C  -0.240  1.433  -3.491  -0.045
C  -1.786  1.754  -0.774  -0.252
N  -0.934  0.863  -0.348  0.201
H  0.245  3.668  2.307  0.088
H  0.057  4.093  0.608  0.095
H  0.411  2.424  1.064  0.042
H  -2.118  3.951  1.838  0.134
H  -1.509  0.980  2.150  0.027
H  -3.022  1.791  2.586  0.090
H  -1.528  2.176  3.444  0.088
H  -3.718  4.307  0.385  0.122
H  -4.780  3.989  -1.817  0.115
H  -3.798  2.414  -3.444  0.121
H  -2.239  1.043  -4.109  0.133
H  -0.963  -0.871  -2.111  0.021
H  -1.206  -1.143  -3.836  0.087
H  -2.600  -1.023  -2.763  0.087
H  0.405  1.345  -2.613  0.058
H  -0.291  2.486  -3.766  0.093
H  0.225  0.891  -4.315  0.081